(1)
{
  "formula": "C3H9N4",
  "method": "wB97M-V/def2-TZVPD",
  "lumo_ha": -0.1658,
  "homo_energy_ha": -0.5047,
  "total_charge": 1,
  "elements": ["N", "N", "N", "N", "C", "C", "C", "H", "H", "H", "H", "H", "H", "H", "H", "H"],
  "xyz": [[-1.041915, -0.745782, 0.435043], [0.338822, -1.033615, 2.250224], [1.921167, -0.409785, 0.182591], [-0.483128, -0.943520, 1.481939], [1.223106, 0.038601, -0.766337], [-2.294801, -0.565376, -0.051799], [0.898489, 1.495007, -0.663331], [0.781589, -0.603663, -1.510303], [2.026131, 0.052787, 1.102618], [1.445485, 1.868693, 0.225130], [-0.235681, 1.677700, -0.533153], [1.196738, 2.056466, -1.565828], [2.164235, -1.449129, 0.108021], [-2.732644, -1.447764, -0.550786], [-2.111500, 0.249460, -0.755719], [-3.096092, -0.240081, 0.611690]],
  "forces_ev_per_a": [[3.464, -0.967, 0.534], [-0.225, -0.280, 0.664], [1.314, -3.960, 0.612], [-0.035, 0.257, 0.132], [-1.841, 2.549, 0.304], [-3.476, 0.634, -1.251], [-1.325, 0.429, 0.106], [0.618, -0.219, -0.453], [0.415, -0.135, -0.911], [-0.471, 0.215, -0.620], [1.807, -0.414, -0.226], [-0.015, -0.311, 0.350], [-0.247, 1.925, 0.767], [0.569, 0.254, -0.085], [-0.895, -0.169, -0.469], [0.344, 0.192, 0.546]],
  "mulliken_charge": [-0.22, -0.78, -0.36, 0.92, 0.22, -0.68, -0.86, 0.38, 0.32, 0.30, 0.24, 0.34, 0.32, 0.30, 0.22, 0.35]
}

=====

(2)
{
  "formula": "C3H9N4",
  "method": "wB97M-V/def2-TZVPD",
  "lumo_ha": [-0.1436, -0.1436],
  "homo_energy_ha": [-0.4779, -0.4779],
  "total_charge": 1,
  "elements": ["N", "N", "N", "N", "C", "C", "C", "H", "H", "H", "H", "H", "H", "H", "H", "H"],
  "xyz": [[-0.238613, 0.116324, -1.529402], [1.870131, 0.225684, -0.297494], [-1.471520, 0.943303, 0.148548], [-0.885302, -1.178736, 1.979784], [-1.369351, 0.799826, -1.111120], [0.443647, -0.344285, -0.373413], [-0.390593, 0.309009, 0.735214], [-1.678618, -1.598522, 1.498652], [-1.271069, -0.658023, 2.763574], [1.833766, 1.254395, -0.339128], [-2.066237, 1.214592, -1.814693], [0.545472, -1.431417, -0.293333], [-0.192193, -0.343942, -2.424080], [0.124305, 0.869449, 1.501175], [2.472357, -0.123001, -1.052770], [2.273818, -0.054654, 0.608487]],
  "forces_ev_per_a": [[0.418, -0.073, -0.461], [0.051, 0.000, 0.143], [-0.758, 0.606, -0.129], [1.433, 2.520, -2.657], [0.040, 0.114, 0.375], [-0.196, -0.095, 0.153], [-0.836, -3.579, 3.023], [-0.145, 0.165, -0.038], [-0.132, 0.157, -0.061], [0.079, -0.307, -0.052], [-0.156, -0.027, -0.297], [0.094, 0.214, 0.053], [-0.055, -0.120, 0.047], [0.248, 0.191, 0.011], [-0.106, 0.121, 0.168], [0.019, 0.115, -0.278]],
  "mulliken_charge": [-0.28, -0.42, -0.41, -0.62, -0.12, 0.23, -0.38, 0.27, 0.26, 0.35, 0.43, 0.37, 0.25, 0.32, 0.36, 0.38]
}

=====

(3)
{
  "formula": "C3H9N4S",
  "method": "wB97M-V/def2-TZVPD",
  "lumo_ha": -0.1476,
  "homo_energy_ha": -0.5253,
  "total_charge": 1,
  "elements": ["S", "N", "N", "N", "N", "C", "C", "C", "H", "H", "H", "H", "H", "H", "H", "H", "H"],
  "xyz": [[-2.412587, -0.685639, -0.663663], [0.497644, -0.077154, -0.667585], [-0.316823, 2.056203, 0.074563], [-0.828666, -0.791066, 1.539167], [-1.210313, 1.343634, 0.476325], [-1.193464, -0.068687, 0.487515], [1.487239, -1.068311, -0.211956], [0.770845, 1.363374, -0.623624], [0.778891, 1.968175, -1.594778], [-2.833340, 0.513321, -0.936295], [1.695970, 1.693099, -0.216269], [2.048014, -0.797975, 0.640643], [0.926082, -1.956041, 0.146824], [2.290739, -1.239142, -0.918820], [-1.328839, -1.578859, 1.751351], [-0.552049, -0.315770, 2.306390], [0.180656, -0.359167, -1.589787]],
  "forces_ev_per_a": [[0.483, -1.405, 0.700], [0.784, 0.926, -0.334], [-0.025, -0.156, -0.117], [-0.369, 0.735, -2.573], [-0.590, 0.093, 1.885], [0.372, 0.215, -2.481], [-0.575, -0.455, 0.176], [-0.412, 0.260, -1.762], [-0.210, -1.459, 0.683], [-0.444, 1.093, -0.313], [0.861, -0.277, 0.890], [0.189, 1.097, 1.262], [0.513, 0.192, -0.844], [-0.416, -0.485, -0.636], [-1.527, -2.409, 0.421], [1.494, 1.885, 2.976], [-0.128, 0.149, 0.067]],
  "mulliken_charge": [-0.14, -0.15, -0.18, -0.24, -0.26, 0.60, -1.00, -0.40, 0.29, 0.22, 0.32, 0.39, 0.33, 0.37, 0.24, 0.22, 0.38]
}

=====

(4)
{
  "formula": "C3H9N4S2",
  "method": "wB97M-V/def2-TZVPD",
  "lumo_ha": -0.2108,
  "homo_energy_ha": -0.4438,
  "total_charge": 1,
  "elements": ["S", "S", "N", "N", "N", "N", "C", "C", "C", "H", "H", "H", "H", "H", "H", "H", "H", "H"],
  "xyz": [[2.055366, 0.832427, 0.598023], [-3.692423, -2.776793, 0.880116], [-2.737062, 0.506186, -0.644437], [-1.536835, -1.369067, -0.079704], [-3.562923, -0.392237, -0.320500], [-4.872389, -0.160664, -0.149436], [3.852931, 0.274963, 0.715215], [-1.414756, 0.041522, -0.538547], [-2.852719, -1.627185, 0.128308], [4.192398, 0.577006, -0.262951], [3.616411, -0.749232, 0.925453], [4.397433, 0.627546, 1.510378], [-0.702414, -2.001153, -0.084737], [-5.291366, 0.772991, -0.323313], [-5.346527, -1.032804, -0.148721], [2.073059, 0.797310, -0.770208], [-0.873320, 0.652384, 0.268443], [-0.681565, 0.244584, -1.282237]],
  "forces_ev_per_a": [[0.327, 0.507, -0.485], [0.200, -0.187, -0.370], [-1.737, 0.215, -0.587], [-0.269, 1.263, -1.171], [2.154, 2.654, -0.187], [1.457, 0.240, -0.205], [-3.060, -0.769, -1.515], [1.197, -0.851, 3.187], [0.173, -1.425, 0.992], [0.763, -0.574, 0.079], [1.030, -0.818, -0.628], [0.969, 1.513, 1.729], [-1.625, 0.531, 0.319], [0.844, -1.046, -0.102], [-1.001, -0.606, 0.206], [-0.115, 0.106, 0.747], [-1.078, -0.580, -0.307], [-0.230, -0.174, -1.699]],
  "mulliken_charge": [-0.20, -0.30, -0.61, -0.08, 1.03, -0.57, -0.76, -0.30, 0.32, 0.27, 0.27, 0.34, 0.27, 0.31, 0.25, 0.12, 0.24, 0.41]
}

=====

(5)
{
  "formula": "C3H9N5",
  "method": "wB97M-V/def2-TZVPD",
  "lumo_ha": -0.0463,
  "homo_energy_ha": -0.2693,
  "elements": ["N", "N", "N", "N", "N", "C", "C", "C", "H", "H", "H", "H", "H", "H", "H", "H", "H"],
  "xyz": [[2.438590, -0.881451, -0.133640], [-0.924980, -1.037868, 0.267864], [1.268713, -1.564750, -0.208773], [0.667733, 0.530225, 0.647559], [-1.731411, -0.073511, -0.434472], [-3.006219, -0.406309, -0.177276], [0.701356, 1.622573, -0.182994], [0.350381, -0.746850, 0.079188], [-0.021667, 0.738651, 1.412983], [1.839835, 1.756023, -0.738007], [2.593386, 0.104055, 0.076056], [-0.074083, 1.949954, -0.724162], [-3.908985, -1.500144, 1.018548], [0.877454, 2.444408, 0.411848], [3.202257, -1.594701, -0.778385], [-1.049592, -2.039652, 0.230068], [-3.222768, 0.699346, -0.766404]],
  "forces_ev_per_a": [[6.023, -5.272, -2.887], [-0.900, -0.413, 0.134], [-0.518, 1.664, -0.617], [-1.777, -1.363, 1.863], [-3.919, -5.942, 3.338], [1.608, 5.177, -1.734], [6.918, 1.512, -1.103], [1.930, 1.459, 1.776], [0.954, -0.673, -0.990], [-3.281, -0.794, 0.521], [-0.404, -0.807, -0.432], [-2.960, 0.178, -2.870], [2.313, 2.414, -2.846], [0.217, 2.104, 1.913], [-2.659, 3.856, 2.915], [-1.156, -0.087, -0.609], [-2.388, -3.013, 1.628]],
  "mulliken_charge": [-0.30, -0.18, -0.55, -0.45, -0.16, -0.43, -0.93, 0.29, 0.30, 0.13, 0.25, 0.40, 0.26, 0.46, 0.27, 0.34, 0.29]
}

=====

(6)
{
  "formula": "C3H9N5O",
  "method": "wB97M-V/def2-TZVPD",
  "lumo_ha": 0.0209,
  "homo_energy_ha": -0.3381,
  "elements": ["O", "N", "N", "N", "N", "N", "C", "C", "C", "H", "H", "H", "H", "H", "H", "H", "H", "H"],
  "xyz": [[2.678291, -0.235421, -1.520106], [-2.123402, 1.600659, -0.302038], [-0.089788, -0.254574, -1.844142], [-1.827859, 0.281318, 0.143849], [2.381269, -0.444984, 0.719186], [-0.219549, -0.850312, 1.526491], [0.452836, -0.151711, -0.711242], [-0.422490, 0.155639, 0.490086], [1.955555, -0.282411, -0.543451], [1.695229, -0.612862, 1.447688], [0.584500, -0.422652, -2.593184], [-3.132165, 1.714643, -0.281397], [-1.799694, 1.752097, -1.259262], [-0.536772, -1.753542, 1.186006], [3.363627, -0.590720, 0.887651], [-0.798177, -0.613498, 2.325833], [-0.112176, 1.127562, 0.898163], [-2.049236, -0.419232, -0.570130]],
  "forces_ev_per_a": [[0.047, -0.011, -0.113], [-0.056, 0.063, -0.281], [-0.258, 0.053, -0.102], [-0.003, -0.091, 0.090], [0.265, 0.058, 0.227], [-0.021, -0.143, 0.085], [-0.126, -0.002, -0.167], [-0.559, 0.138, 0.281], [0.343, -0.060, -0.204], [0.014, -0.089, -0.015], [0.264, -0.005, 0.259], [0.218, 0.020, 0.038], [-0.133, -0.159, 0.091], [0.017, 0.014, 0.076], [-0.046, 0.055, -0.117], [-0.021, -0.025, -0.112], [-0.074, -0.150, -0.098], [0.129, 0.334, 0.064]],
  "mulliken_charge": [-0.64, -0.56, -0.63, -0.27, -0.31, -0.66, 0.40, -0.16, 0.36, 0.29, 0.29, 0.24, 0.22, 0.20, 0.23, 0.26, 0.41, 0.31]
}

=====

| no. | molecular weight (g mol⁻¹) | strongest force on any atom (hartree/bohr) |
| --- | --- | --- |
| 1 | 101.1 | 0.082 |
| 2 | 101.1 | 0.093 |
| 3 | 133.2 | 0.074 |
| 4 | 165.3 | 0.068 |
| 5 | 115.1 | 0.165 |
| 6 | 131.1 | 0.012 |